1.
DFT (wB97M-V/def2-TZVPD) results for a molecular structure, C26H22AsINOOsS3 at a distorted geometry.

Each line ends with the Mulliken charge.
CARTESIAN COORDINATES (ANGSTROEM)
Os (-0.277, 0.613, 0.441)  2.13
S (-1.587, -1.245, -0.017)  -0.45
C (-3.238, -0.684, 0.067)  0.48
C (-4.296, -1.572, -0.114)  -0.62
C (-5.591, -1.094, -0.173)  -0.57
C (-5.852, 0.263, -0.016)  -0.57
C (-4.817, 1.147, 0.234)  -0.70
C (-3.508, 0.677, 0.269)  0.52
S (-2.206, 1.802, 0.585)  -0.27
H (-4.086, -2.626, -0.204)  0.44
H (-6.406, -1.779, -0.347)  0.39
H (-6.863, 0.632, -0.078)  0.39
H (-4.999, 2.198, 0.401)  0.44
S (0.843, 2.422, 1.386)  -0.47
C (0.205, 3.836, 0.565)  0.66
C (-0.091, 4.967, 1.317)  -0.65
C (-0.626, 6.081, 0.698)  -0.67
C (-0.823, 6.083, -0.674)  -0.71
C (-0.496, 4.966, -1.431)  -0.45
C (0.017, 3.823, -0.828)  0.23
As (0.333, 2.142, -1.777)  0.34
C (2.270, 1.924, -1.675)  0.41
C (3.124, 2.939, -1.260)  -0.24
C (4.479, 2.688, -1.131)  -0.71
C (4.986, 1.430, -1.419)  -0.28
C (4.140, 0.418, -1.845)  -1.07
C (2.784, 0.664, -1.971)  -0.38
C (0.149, 2.764, -3.647)  -0.05
C (-1.126, 3.047, -4.130)  -0.38
C (-1.284, 3.590, -5.393)  -0.53
C (-0.174, 3.832, -6.188)  -0.53
C (1.092, 3.521, -5.722)  -0.70
C (1.258, 2.981, -4.456)  -0.31
H (0.079, 4.949, 2.382)  0.47
H (-0.888, 6.944, 1.287)  0.39
H (-1.238, 6.956, -1.153)  0.42
H (-0.636, 4.982, -2.505)  0.43
H (2.726, 3.927, -1.047)  0.47
H (5.143, 3.472, -0.798)  0.44
H (6.047, 1.248, -1.328)  0.43
H (4.537, -0.557, -2.090)  0.43
H (2.110, -0.123, -2.301)  0.44
H (-1.991, 2.846, -3.504)  0.46
H (-2.272, 3.826, -5.758)  0.41
H (-0.297, 4.258, -7.171)  0.39
H (1.956, 3.702, -6.341)  0.41
H (2.251, 2.738, -4.094)  0.35
N (3.642, -1.196, 1.055)  -0.30
C (2.321, -1.359, 1.029)  0.59
O (1.590, -0.497, 0.532)  -0.55
C (1.774, -2.644, 1.576)  -1.17
I (1.433, -3.916, -0.145)  0.11
H (4.048, -0.375, 0.625)  0.17
H (4.255, -1.897, 1.434)  0.22
H (0.806, -2.504, 2.053)  0.35
H (2.464, -3.166, 2.233)  0.51

## Properties
- strongest force on any atom (eV/Å) = 1.15
- spin multiplicity = 5
- total charge = +1
- orbital gap (alpha / beta) (eV) = 7.3 / 5.8

=====

2.
DFT (wB97M-V/def2-TZVPD) results for a gas-phase ion, C26H22BN4O9 (charge -1) at a distorted geometry.

Each line ends with the Mulliken charge.
CARTESIAN COORDINATES (ANGSTROEM)
C (-4.379, -2.248, 5.152)  -1.58
C (-3.012, -1.774, 5.108)  0.80
C (-1.900, -2.292, 5.763)  -1.47
C (-0.779, -1.742, 5.176)  -0.96
C (-1.263, -0.505, 4.549)  1.98
B (-0.859, -1.715, 1.074)  0.31
C (-0.329, 0.072, 3.537)  1.04
C (-0.836, 0.875, 4.744)  -0.64
C (0.418, 1.010, 5.459)  -1.17
C (1.377, 0.225, 4.875)  0.63
C (2.792, 0.029, 5.129)  -2.11
O (0.968, -0.377, 3.723)  0.09
C (-0.178, -2.862, 1.885)  0.32
C (-0.311, -4.237, 2.166)  -0.62
C (0.934, -4.851, 1.880)  -0.99
C (1.811, -3.808, 1.568)  0.42
C (3.224, -3.633, 1.410)  -1.32
O (1.174, -2.613, 1.673)  0.49
C (-2.219, -1.037, 1.214)  1.03
C (-2.840, -1.469, 0.077)  -0.95
C (-4.039, -0.761, -0.036)  -1.23
C (-4.039, 0.176, 0.980)  0.53
C (-4.973, 1.170, 1.397)  -1.43
O (-2.885, 0.052, 1.744)  0.01
O (-2.620, -0.782, 4.266)  -0.32
H (-4.716, -2.481, 6.191)  0.35
H (-5.132, -1.576, 4.706)  0.28
H (-4.371, -3.242, 4.672)  0.26
H (-1.866, -2.948, 6.606)  0.41
H (0.244, -1.915, 5.402)  0.53
H (-1.760, 1.464, 4.701)  0.59
H (0.572, 1.731, 6.253)  0.43
H (3.253, 1.010, 5.161)  0.43
H (2.894, -0.464, 6.097)  0.42
H (3.252, -0.587, 4.354)  0.19
H (-1.235, -4.717, 2.464)  0.52
H (1.112, -5.920, 1.940)  0.46
H (3.714, -4.475, 0.918)  0.43
H (3.425, -2.726, 0.835)  0.27
H (3.681, -3.503, 2.405)  0.20
H (-2.383, -2.211, -0.578)  0.57
H (-4.763, -0.916, -0.813)  0.46
H (-5.692, 1.306, 0.590)  0.40
H (-5.525, 0.862, 2.293)  0.19
H (-4.486, 2.122, 1.614)  0.27
O (4.713, 0.322, 1.379)  -0.66
N (4.073, 1.372, 1.557)  1.00
O (4.633, 2.478, 1.738)  -0.71
C (2.637, 1.351, 1.621)  -1.21
C (1.913, 2.382, 2.245)  -0.15
C (0.561, 2.272, 2.552)  -1.54
N (-0.037, 3.549, 2.835)  1.17
O (0.747, 4.531, 3.018)  -0.77
O (-1.262, 3.699, 2.836)  -0.71
C (-0.345, 0.917, 2.330)  -0.01
C (0.418, 0.271, 1.185)  -1.61
N (-0.059, -0.633, 0.257)  0.13
O (1.143, -1.033, -0.507)  -0.23
N (2.279, -0.503, 0.066)  -0.78
C (1.805, 0.382, 0.990)  2.33
H (2.509, 3.312, 2.414)  0.52
H (-1.271, 1.420, 2.031)  1.70

## Properties
- strongest force on any atom (eV/Å) = 4.68
- total charge = -1
- orbital gap (eV) = 2.9

=====

3.
DFT (wB97M-V/def2-TZVPD) results for a molecular structure, C26H22Br36FNS at a distorted geometry.

Each line ends with the Mulliken charge.
CARTESIAN COORDINATES (ANGSTROEM)
C (1.022, 2.092, -2.850)  -0.82
C (-0.261, 1.741, -2.539)  -0.45
C (-0.479, 0.530, -1.620)  1.28
C (-1.637, 0.395, -0.721)  -1.05
C (-1.760, -0.780, 0.165)  -0.75
C (-0.756, -1.867, 0.200)  0.48
C (0.392, -1.696, -0.719)  0.30
C (0.523, -0.541, -1.597)  -0.77
S (1.642, -3.030, -0.623)  -0.18
C (1.654, -3.342, 1.182)  0.45
C (2.871, -3.601, 1.944)  -0.40
C (2.713, -3.788, 3.398)  -0.66
C (1.386, -3.753, 4.049)  -0.59
C (0.182, -3.506, 3.264)  0.76
F (-1.076, -3.442, 3.816)  -0.30
C (0.321, -3.280, 1.818)  -0.34
N (-0.873, -3.017, 1.058)  -0.27
H (1.897, 1.498, -2.485)  0.17
H (1.217, 3.020, -3.446)  0.28
H (-1.074, 2.385, -2.949)  0.33
H (-2.374, 1.236, -0.745)  0.43
H (-2.649, -0.911, 0.872)  0.24
H (1.419, -0.500, -2.257)  0.26
H (3.858, -3.611, 1.431)  0.40
H (3.599, -3.959, 4.059)  0.37
H (1.257, -3.886, 5.154)  0.35
H (-1.690, -2.905, 1.660)  0.38
C (3.136, -5.341, -4.016)  -0.26
Br (3.464, -3.435, -3.950)  -0.02
Br (3.499, -6.193, -2.318)  -0.04
Br (1.356, -5.738, -4.654)  0.06
H (3.832, -5.758, -4.737)  0.26
C (2.747, 0.597, 4.202)  -0.43
Br (2.443, -1.267, 3.747)  0.07
Br (1.354, 1.740, 3.495)  0.08
Br (2.983, 0.847, 6.109)  -0.06
H (3.676, 0.898, 3.725)  0.39
C (-4.033, 1.048, 3.369)  -0.55
Br (-2.968, 0.897, 1.756)  0.09
Br (-2.997, 1.744, 4.850)  0.09
Br (-5.643, 2.073, 3.060)  -0.04
H (-4.342, 0.045, 3.644)  0.43
C (4.125, -4.595, -7.873)  -0.01
Br (6.040, -4.395, -8.060)  -0.01
Br (3.174, -3.858, -9.387)  -0.02
Br (3.625, -6.434, -7.536)  0.06
H (3.829, -4.019, -7.001)  0.00
C (2.641, -10.631, -7.550)  -0.36
Br (3.736, -10.795, -9.136)  0.00
Br (3.654, -9.951, -6.049)  -0.01
Br (1.054, -9.576, -7.878)  -0.01
H (2.311, -11.630, -7.286)  0.36
C (1.603, 4.467, 7.633)  0.27
Br (1.890, 6.379, 7.708)  -0.02
Br (1.944, 3.619, 9.339)  -0.04
Br (-0.152, 4.029, 6.951)  0.12
H (2.325, 4.065, 6.930)  -0.39
C (-7.184, 3.827, -0.482)  0.20
Br (-8.755, 2.873, 0.120)  -0.02
Br (-6.652, 5.204, 0.773)  -0.02
Br (-5.727, 2.622, -0.897)  0.16
H (-7.451, 4.328, -1.406)  -0.28
C (-3.987, -2.072, -3.491)  -0.44
Br (-2.932, -2.229, -5.107)  -0.07
Br (-2.938, -1.358, -2.011)  0.30
Br (-5.603, -1.044, -3.784)  -0.07
H (-4.296, -3.076, -3.214)  0.36
C (-3.266, 2.022, 8.505)  -0.13
Br (-4.840, 1.042, 9.056)  -0.05
Br (-2.790, 3.392, 9.785)  -0.01
Br (-1.781, 0.841, 8.130)  0.02
H (-3.516, 2.526, 7.577)  0.11
C (4.023, 5.392, 3.024)  -0.35
Br (3.999, 7.263, 3.513)  -0.04
Br (3.493, 4.257, 4.498)  0.02
Br (2.966, 5.045, 1.442)  0.04
H (5.051, 5.140, 2.782)  0.38
C (4.029, 8.382, -1.084)  -0.32
Br (2.509, 9.054, -0.097)  0.00
Br (5.619, 8.292, 0.015)  -0.02
Br (3.644, 6.683, -1.925)  -0.02
H (4.232, 9.091, -1.879)  0.34
C (-5.911, 4.538, -4.974)  -0.37
Br (-7.416, 5.219, -3.965)  -0.04
Br (-4.306, 4.436, -3.899)  0.02
Br (-6.318, 2.845, -5.815)  0.01
H (-5.716, 5.250, -5.770)  0.35

## Properties
- strongest force on any atom (eV/Å) = 3.73
- orbital gap (eV) = 7.7

=====

4.
DFT (wB97M-V/def2-TZVPD) results for a molecular structure, C26H22BrI2NO3SeSr.

Each line ends with the Mulliken charge.
CARTESIAN COORDINATES (ANGSTROEM)
Sr (-0.505, -0.264, -1.485)  1.87
C (-1.703, 4.618, 3.698)  -0.80
O (-2.551, 3.531, 4.025)  -0.44
C (-2.612, 2.500, 3.151)  1.09
C (-3.470, 1.444, 3.536)  -1.16
C (-3.586, 0.367, 2.711)  -0.76
C (-2.876, 0.243, 1.489)  0.21
C (-3.053, -0.951, 0.699)  0.90
C (-4.090, -1.973, 1.113)  -1.61
O (-2.394, -1.227, -0.319)  -0.63
C (-2.010, 1.324, 1.097)  0.06
O (-1.323, 1.340, 0.017)  -0.63
C (-1.914, 2.445, 1.972)  -0.35
H (-1.793, 5.327, 4.516)  0.24
H (-2.016, 5.095, 2.766)  0.33
H (-0.664, 4.294, 3.607)  0.33
H (-4.009, 1.517, 4.469)  0.42
H (-4.244, -0.434, 3.018)  0.34
H (-5.071, -1.520, 1.254)  0.42
H (-3.804, -2.449, 2.053)  0.37
H (-4.145, -2.732, 0.338)  0.33
H (-1.261, 3.243, 1.649)  0.37
I (0.572, -0.978, 2.072)  0.17
C (2.042, -1.615, 0.729)  0.03
C (3.281, -2.020, 1.200)  -0.65
C (4.217, -2.440, 0.270)  -0.24
C (3.885, -2.441, -1.074)  -0.74
C (2.626, -2.007, -1.444)  -0.36
N (1.710, -1.594, -0.556)  0.23
H (3.499, -1.999, 2.257)  0.42
H (5.198, -2.760, 0.598)  0.44
H (4.589, -2.758, -1.830)  0.45
H (2.319, -1.966, -2.482)  0.25
Se (0.540, -0.721, -4.341)  -0.21
C (-0.872, 0.560, -4.158)  -1.84
C (-2.211, 0.146, -4.081)  0.23
C (-3.225, 1.045, -3.773)  -0.42
C (-2.936, 2.381, -3.539)  -0.45
C (-1.619, 2.812, -3.628)  -0.49
C (-0.602, 1.917, -3.933)  0.35
H (-2.446, -0.897, -4.262)  0.39
H (-4.247, 0.692, -3.711)  0.40
H (-3.723, 3.077, -3.283)  0.38
H (-1.376, 3.852, -3.447)  0.42
H (0.422, 2.263, -3.992)  0.47
Br (4.685, 1.392, 1.413)  -0.13
C (4.701, 1.038, -0.446)  0.11
C (5.864, 0.510, -0.992)  -0.47
C (5.921, 0.217, -2.344)  -0.58
C (4.815, 0.439, -3.150)  -0.74
C (3.656, 0.969, -2.606)  -0.22
C (3.596, 1.282, -1.252)  0.02
I (1.807, 2.063, -0.508)  0.21
H (6.717, 0.335, -0.351)  0.46
H (6.832, -0.190, -2.764)  0.40
H (4.841, 0.198, -4.205)  0.42
H (2.785, 1.110, -3.234)  0.41

## Properties
- strongest force on any atom (eV/Å) = 0.14
- orbital gap (eV) = 7.4